1.
{"formula": "C13H29ClN3O3S", "method": "ωB97M-V with the def2-TZVPD basis set", "charge": 1, "homo_lumo_gap_ha": 0.30583, "e_tot_ha": -1760.88512, "lumo_energy_ev": -2.69, "homo_energy_ev": -11.02, "elements": ["C", "C", "C", "Cl", "C", "N", "C", "C", "O", "C", "S", "H", "H", "H", "H", "H", "H", "H", "H", "H", "H", "H", "H", "H", "H", "H", "C", "O", "N", "C", "C", "H", "H", "H", "H", "H", "H", "H", "C", "O", "N", "C", "C", "H", "H", "H", "H", "H", "H", "H"], "xyz": [[-1.509748, -2.138896, 1.844107], [0.020969, -2.062518, 1.929714], [0.689982, -0.832443, 1.324287], [0.325251, -0.677949, -0.435574], [0.415858, 0.451440, 2.095764], [1.300091, 1.601674, 1.619792], [0.593571, 2.874328, 1.981794], [-0.467846, 2.428961, 2.990181], [-1.515385, 3.336583, 3.136208], [-0.949263, 1.108027, 2.357078], [-2.105377, 1.395012, 0.978357], [-1.940172, -1.302160, 1.295910], [-1.964985, -2.149621, 2.834124], [-1.816938, -3.054975, 1.345059], [0.359156, -2.117074, 2.969609], [0.467750, -2.920149, 1.427554], [1.770675, -0.979390, 1.347024], [0.791763, 0.234340, 3.100901], [1.549648, 1.510722, 0.619656], [2.203178, 1.533592, 2.089233], [0.064392, 3.234614, 1.099573], [1.306107, 3.635194, 2.289666], [-0.026635, 2.191788, 3.968594], [-1.190526, 4.226138, 3.327284], [-1.482284, 0.499727, 3.087382], [-1.214417, 1.227752, -0.004431], [-4.788257, -4.152973, -1.559281], [-4.610500, -4.520038, -0.414948], [-4.074423, -3.163314, -2.143749], [-4.294246, -2.739980, -3.506970], [-3.055977, -2.529982, -1.330653], [-5.548524, -4.597011, -2.221516], [-3.398162, -2.878951, -4.115942], [-4.586962, -1.688721, -3.554673], [-5.095881, -3.336672, -3.939410], [-2.324686, -3.267977, -0.997139], [-3.506669, -2.083803, -0.443001], [-2.552612, -1.758154, -1.910432], [3.276333, 1.138599, -1.407691], [3.146287, 1.012266, -0.184096], [4.219679, 1.872276, -1.983805], [4.344607, 1.967024, -3.429543], [5.176128, 2.585406, -1.147064], [2.613910, 0.615829, -2.110102], [5.314614, 1.590610, -3.753863], [4.241812, 3.002030, -3.755207], [3.564866, 1.371471, -3.899701], [5.725618, 1.889056, -0.515069], [4.666159, 3.302413, -0.504109], [5.872070, 3.115880, -1.790883]], "atomic_forces_ev_per_a": [[0.02, 0.00, 0.10], [0.06, -0.01, -0.08], [-0.13, 0.10, -0.06], [-0.01, -0.04, 0.04], [0.00, 0.00, 0.24], [-0.14, -0.06, 0.22], [-0.12, 0.07, -0.29], [-0.05, 0.16, 0.04], [-0.02, 0.12, -0.08], [0.12, -0.17, 0.00], [0.12, 0.05, 0.00], [0.03, -0.04, -0.06], [0.02, 0.01, 0.01], [-0.06, 0.03, 0.01], [0.00, -0.01, -0.02], [0.00, -0.02, 0.03], [0.01, 0.02, -0.02], [0.03, -0.06, -0.02], [0.09, -0.11, 0.04], [0.00, 0.03, -0.14], [0.05, -0.03, -0.03], [0.02, -0.10, 0.22], [0.12, 0.04, -0.07], [-0.02, -0.20, 0.08], [-0.05, 0.07, -0.01], [-0.07, -0.02, -0.05], [0.04, 0.03, 0.00], [-0.01, -0.01, -0.02], [0.00, -0.06, 0.09], [-0.02, 0.00, -0.03], [-0.02, 0.03, -0.06], [0.00, 0.00, 0.00], [0.00, -0.01, 0.01], [-0.01, 0.00, 0.01], [0.01, 0.01, -0.01], [0.03, 0.03, -0.01], [0.03, 0.03, 0.00], [-0.03, -0.01, -0.03], [0.18, -0.16, -0.06], [-0.13, 0.28, -0.02], [-0.03, -0.01, 0.05], [-0.01, -0.03, -0.03], [0.02, 0.00, 0.01], [-0.04, 0.04, 0.00], [0.00, -0.01, 0.01], [-0.01, 0.00, 0.01], [0.01, 0.01, -0.01], [0.00, -0.01, -0.01], [-0.01, 0.01, -0.02], [0.00, 0.00, 0.02]], "mulliken_charge": [-0.940, -0.868, 0.225, -0.161, -1.196, 0.244, -1.005, 0.142, -0.522, -0.132, -0.107, 0.098, 0.322, 0.344, 0.418, 0.456, 0.539, 0.291, 0.208, 0.439, 0.417, 0.515, 0.258, 0.352, 0.561, 0.110, 0.048, -0.568, 0.189, -0.885, -0.927, 0.268, 0.312, 0.312, 0.304, 0.243, 0.293, 0.395, 0.308, -0.766, 0.107, -0.923, -0.919, 0.218, 0.359, 0.363, 0.293, 0.305, 0.269, 0.396]}

=====

2.
{"formula": "C13H29N2O6RuSe2", "method": "ωB97M-V with the def2-TZVPD basis set", "charge": 0, "homo_lumo_gap_ha": [0.26679, 0.22667], "e_tot_ha": -5971.17065, "multiplicity": 6, "lumo_energy_ev": [0.42, -1.62], "relative_energy_kcal_mol": 30.4, "homo_energy_ev": [-6.84, -7.79], "elements": ["Ru", "C", "Se", "C", "C", "Se", "C", "H", "H", "H", "H", "H", "H", "H", "H", "H", "H", "C", "O", "C", "O", "N", "N", "H", "H", "H", "H", "H", "H", "C", "O", "C", "O", "H", "H", "H", "O", "O", "C", "C", "C", "C", "C", "H", "H", "H", "H", "H", "H", "H", "H", "H", "H"], "xyz": [[0.257636, -0.555619, -0.377652], [4.181680, -0.041885, -1.421863], [3.087851, -0.772036, -0.002996], [4.231261, 1.775055, 1.613434], [4.107509, 2.852252, 0.849995], [0.829036, 2.252989, -0.710278], [1.457728, 2.134495, -2.547910], [5.218548, -0.047107, -1.100184], [3.857762, 0.968321, -1.650359], [4.046346, -0.683668, -2.290930], [5.134322, 1.172054, 1.593648], [3.443383, 1.453117, 2.288899], [4.899733, 3.169955, 0.177456], [3.211776, 3.461037, 0.870880], [2.450450, 2.577272, -2.579651], [0.789409, 2.694377, -3.195997], [1.500152, 1.093824, -2.850452], [-3.705155, -3.968108, -0.639804], [-2.359210, -4.360045, -0.319223], [-1.493456, -3.345934, -0.261417], [-1.775463, -2.187981, -0.468077], [-0.254656, -3.799898, 0.074722], [0.804685, -2.896119, 0.033317], [-4.266045, -4.892850, -0.719500], [-3.730503, -3.422306, -1.579376], [-4.112908, -3.341582, 0.149557], [-0.072498, -4.786726, 0.006667], [1.338002, -2.963525, -0.830669], [1.414186, -3.035830, 0.827310], [-0.824482, -1.096383, 3.664167], [-0.827251, -1.037179, 2.231166], [0.288914, -0.458126, 1.670038], [1.194955, -0.116790, 2.402413], [-1.748287, -1.596401, 3.941775], [-0.791707, -0.095643, 4.092235], [0.037080, -1.654824, 4.025699], [0.707713, -1.096012, -2.315813], [1.751300, -1.860667, -2.475549], [-2.438998, 3.074278, -0.921329], [-2.019781, 1.795078, -0.186465], [-1.759369, 2.131016, 1.283199], [-3.162047, 0.777777, -0.271608], [-0.791142, 1.204170, -0.891532], [-3.352938, 3.480190, -0.479264], [-2.634139, 2.871363, -1.978949], [-1.660581, 3.836599, -0.856940], [-2.627498, 2.646754, 1.701272], [-0.895740, 2.790390, 1.400215], [-1.586557, 1.229211, 1.869080], [-4.034967, 1.147411, 0.275927], [-2.865155, -0.180012, 0.153226], [-3.458641, 0.612710, -1.312448], [-0.992221, 1.091575, -1.960064]], "atomic_forces_ev_per_a": [[-0.28, -0.13, 0.40], [-0.08, -0.04, -0.01], [-0.03, 0.08, 0.03], [0.00, -0.01, 0.06], [0.08, -0.01, -0.01], [0.10, -0.15, -0.06], [-0.08, 0.13, 0.03], [0.02, 0.01, -0.02], [-0.02, 0.00, 0.00], [-0.03, 0.01, -0.02], [-0.04, 0.05, 0.02], [0.04, 0.03, -0.10], [-0.05, -0.03, 0.07], [0.01, -0.02, 0.01], [0.01, 0.02, -0.01], [-0.01, 0.02, -0.03], [0.02, -0.08, -0.02], [0.02, -0.05, 0.01], [-0.14, -0.01, -0.03], [0.12, 0.00, 0.05], [-0.07, 0.11, -0.11], [-0.13, 0.04, 0.05], [-0.05, 0.33, -0.20], [0.01, -0.02, 0.01], [0.03, 0.00, -0.03], [0.01, 0.02, 0.03], [0.02, -0.07, -0.04], [0.19, -0.14, -0.24], [-0.03, 0.05, 0.16], [-0.04, -0.03, -0.12], [0.06, 0.06, -0.04], [-0.12, 0.10, 0.51], [0.09, 0.05, -0.18], [-0.01, 0.00, 0.00], [0.00, 0.04, 0.01], [0.01, -0.01, 0.02], [-0.08, 0.31, -0.38], [0.25, -0.30, -0.01], [-0.06, 0.02, -0.01], [0.02, -0.02, -0.02], [0.05, -0.02, -0.02], [-0.03, 0.01, -0.03], [0.18, -0.39, 0.31], [0.02, 0.00, -0.03], [0.01, 0.01, 0.06], [-0.01, 0.00, 0.00], [0.02, -0.01, -0.01], [-0.01, 0.02, 0.01], [-0.02, 0.03, -0.02], [0.04, 0.01, -0.06], [-0.01, 0.01, 0.04], [0.03, -0.03, 0.05], [-0.02, -0.01, -0.08]], "mulliken_charge": [0.700, -0.733, 0.177, -0.571, -0.514, 0.070, -1.042, 0.385, 0.022, 0.332, 0.344, 0.203, 0.241, 0.299, 0.356, 0.335, 0.294, -0.648, -0.452, 0.675, -0.586, -0.527, -0.125, 0.236, 0.280, 0.287, 0.270, 0.381, 0.287, -0.818, -0.080, 0.257, -0.579, 0.225, 0.307, 0.292, -0.219, -0.538, -1.988, 2.404, -1.710, -1.799, -1.505, 0.469, 0.415, 0.355, 0.522, 0.390, 0.237, 0.473, 0.228, 0.405, 1.283]}

=====

3.
{"formula": "C13H30BClN2O2", "method": "ωB97M-V with the def2-TZVPD basis set", "charge": 0, "homo_lumo_gap_ha": 0.32288, "e_tot_ha": -1258.23869, "lumo_energy_ev": -0.21, "smiles": "COC[C@@H](C)N.COC[C@@H](C)N.C#CBCCCCl", "relative_energy_kcal_mol": 0.0, "homo_energy_ev": -9.00, "elements": ["C", "C", "B", "C", "C", "C", "Cl", "H", "H", "H", "H", "H", "H", "H", "H", "C", "C", "C", "O", "C", "N", "H", "H", "H", "H", "H", "H", "H", "H", "H", "H", "H", "C", "C", "C", "O", "C", "N", "H", "H", "H", "H", "H", "H", "H", "H", "H", "H", "H"], "xyz": [[0.069878, -2.154292, -3.098440], [-0.514810, -1.137811, -3.373704], [-1.306320, 0.155543, -3.204750], [-2.865945, 0.148874, -3.310768], [-3.451929, -0.903002, -2.333093], [-4.341941, -1.882835, -3.056342], [-4.767012, -3.220609, -1.936502], [0.427637, -3.128519, -3.179333], [-0.703015, 1.157913, -2.983511], [-3.119890, -0.106577, -4.336542], [-3.284718, 1.113205, -3.081948], [-2.668738, -1.497926, -1.895622], [-3.967984, -0.444814, -1.510269], [-3.776117, -2.302858, -3.864794], [-5.257346, -1.434452, -3.393429], [-1.040772, -2.727776, 2.432782], [-0.328771, -2.635944, 1.086821], [1.198118, -2.785505, 1.174708], [1.885369, -1.645177, 1.652962], [1.896891, -1.485742, 3.058387], [-0.717898, -1.387432, 0.430230], [-0.947475, -1.807694, 3.008214], [-2.105611, -2.902257, 2.280574], [-0.647862, -3.550757, 3.034051], [-0.689312, -3.467509, 0.472644], [1.578943, -2.940458, 0.161389], [1.476428, -3.672899, 1.759585], [1.940235, -2.450054, 3.572812], [1.025542, -0.922046, 3.399694], [2.788134, -0.913281, 3.317375], [-0.331198, -1.378512, -0.509779], [-0.230158, -0.627580, 0.904062], [2.222803, 2.457084, 2.258258], [1.997534, 1.985043, 0.825084], [2.515239, 2.959014, -0.242813], [1.711630, 4.105577, -0.445670], [1.910361, 5.156746, 0.480941], [0.576911, 1.673615, 0.644601], [1.505736, 3.220744, 2.557436], [2.105758, 1.621992, 2.949081], [3.228620, 2.861750, 2.388067], [2.557333, 1.053685, 0.699309], [2.515002, 2.435456, -1.202313], [3.553583, 3.253567, -0.040336], [2.956165, 5.225500, 0.793259], [1.270359, 5.039635, 1.358491], [1.633024, 6.087660, -0.013156], [0.447863, 1.249265, -0.270631], [0.069725, 2.552450, 0.582928]], "atomic_forces_ev_per_a": [[-0.32, 0.23, -0.98], [-0.29, 0.69, 0.78], [0.00, 0.23, -0.36], [0.33, -0.24, 0.67], [0.13, -0.20, -0.57], [0.25, 0.05, 0.78], [-0.16, -0.07, -0.14], [0.60, -0.98, 0.42], [0.10, 0.00, 0.07], [-0.16, -0.06, -0.30], [-0.17, 0.46, -0.15], [0.42, -0.16, 0.32], [-0.30, 0.33, 0.32], [0.00, -0.38, -0.52], [-0.41, 0.09, -0.27], [-0.06, -0.14, 0.06], [-0.02, 0.17, 0.19], [0.00, -0.12, -0.19], [0.04, -0.07, 0.07], [0.02, 0.17, -0.10], [0.24, 0.02, -0.08], [0.07, 0.04, -0.02], [0.00, 0.04, -0.04], [0.01, 0.01, 0.00], [0.07, -0.03, -0.05], [0.01, 0.05, -0.01], [-0.05, 0.03, 0.09], [-0.05, -0.02, 0.00], [-0.04, -0.08, 0.08], [0.02, -0.02, -0.04], [-0.07, -0.06, -0.07], [-0.19, 0.10, 0.05], [0.09, -0.06, 0.08], [-0.06, 0.18, 0.14], [0.05, -0.17, -0.14], [0.07, 0.05, 0.08], [-0.17, 0.01, -0.12], [0.05, -0.06, -0.20], [-0.02, 0.05, -0.06], [-0.04, -0.01, -0.03], [-0.01, 0.01, 0.00], [0.00, -0.02, -0.07], [-0.05, 0.03, -0.02], [-0.01, 0.02, 0.10], [0.01, -0.04, 0.04], [0.10, 0.01, 0.09], [0.01, -0.02, -0.04], [0.00, -0.05, 0.03], [-0.03, 0.00, 0.10]], "mulliken_charge": [-0.070, -0.386, 0.083, -0.777, -0.113, -0.656, -0.230, 0.412, -0.082, 0.412, 0.282, 0.032, 0.414, 0.337, 0.365, -1.608, 0.442, -0.765, -0.304, -0.739, -0.512, 0.300, 0.374, 0.374, 0.487, 0.287, 0.460, 0.356, 0.241, 0.262, 0.047, 0.285, -1.444, 0.737, -0.897, -0.382, -0.662, -0.547, 0.308, 0.255, 0.355, 0.235, 0.365, 0.467, 0.301, 0.232, 0.257, 0.128, 0.282]}

=====

4.
{"formula": "C13H30BClNOPS", "method": "ωB97M-V with the def2-TZVPD basis set", "charge": 0, "homo_lumo_gap_ha": 0.28257, "e_tot_ha": -1867.93589, "lumo_energy_ev": -0.87, "smiles": "OP(Cl)BN=C=S.CCCCCC.CCCCCC", "homo_energy_ev": -8.56, "elements": ["O", "P", "Cl", "B", "N", "C", "S", "H", "H", "C", "C", "C", "C", "C", "C", "H", "H", "H", "H", "H", "H", "H", "H", "H", "H", "H", "H", "H", "H", "C", "C", "C", "C", "C", "C", "H", "H", "H", "H", "H", "H", "H", "H", "H", "H", "H", "H", "H", "H"], "xyz": [[3.844541, -3.009586, -2.002251], [2.418714, -3.600961, -2.595173], [2.886033, -4.146651, -4.518072], [1.259691, -2.050610, -2.713636], [-0.191181, -2.154629, -2.758088], [-0.663507, -3.139249, -2.207723], [-1.280159, -4.485927, -1.730242], [3.887854, -3.363666, -1.104506], [1.767777, -0.972939, -2.748849], [3.005587, -3.085411, 1.973402], [2.197990, -2.049784, 1.195817], [2.624273, -0.609814, 1.475498], [2.444045, -0.157105, 2.925862], [1.020204, -0.269577, 3.468371], [0.016583, 0.600645, 2.719005], [2.880261, -2.969253, 3.050062], [2.685320, -4.096768, 1.715291], [4.071011, -3.001351, 1.744177], [1.132956, -2.181603, 1.406836], [2.325517, -2.244097, 0.126379], [2.069944, 0.058602, 0.810102], [3.678393, -0.493008, 1.205186], [2.772018, 0.883807, 3.005425], [3.113395, -0.731704, 3.572322], [1.028074, 0.029135, 4.519719], [0.688128, -1.311498, 3.450396], [0.306689, 1.652700, 2.760325], [-0.976491, 0.510607, 3.161764], [-0.066585, 0.311200, 1.671108], [-2.646719, 4.742835, -1.172086], [-2.245238, 3.579774, -2.074624], [-3.271127, 2.447766, -2.099295], [-3.506520, 1.762625, -0.752008], [-2.256366, 1.166547, -0.107032], [-1.613318, 0.064239, -0.943043], [-2.738588, 4.432627, -0.130076], [-1.899162, 5.536399, -1.211821], [-3.602295, 5.167253, -1.486809], [-1.266939, 3.198981, -1.768691], [-2.120598, 3.953812, -3.094199], [-2.958311, 1.703879, -2.837431], [-4.226758, 2.842206, -2.458859], [-4.246821, 0.968411, -0.891652], [-3.958463, 2.473104, -0.054225], [-2.533438, 0.754064, 0.866704], [-1.521425, 1.951399, 0.093288], [-2.319001, -0.750852, -1.118382], [-0.743948, -0.350588, -0.427917], [-1.272064, 0.434021, -1.910340]], "atomic_forces_ev_per_a": [[-0.47, 0.34, -0.23], [-0.21, -1.21, 0.88], [-0.10, 0.47, 0.04], [0.23, 1.17, -1.18], [0.95, -0.77, 1.10], [-0.45, -0.44, -1.13], [-0.12, 0.39, 0.38], [0.35, -0.04, -0.08], [-0.11, 0.05, 0.22], [-0.12, -0.07, -0.10], [0.10, -0.03, 0.06], [-0.06, 0.06, -0.04], [0.04, -0.07, 0.04], [0.00, 0.12, -0.02], [-0.03, -0.11, 0.08], [0.03, 0.01, 0.01], [0.02, -0.01, 0.02], [0.01, 0.03, 0.06], [0.00, 0.02, -0.02], [-0.09, 0.06, -0.03], [0.00, 0.01, 0.01], [0.00, -0.02, -0.02], [-0.01, 0.00, 0.00], [0.02, 0.01, -0.02], [0.00, -0.05, 0.01], [0.02, -0.01, 0.00], [0.01, 0.00, -0.04], [-0.01, 0.03, -0.02], [0.01, 0.03, -0.01], [0.12, -0.03, -0.02], [-0.10, 0.08, -0.01], [0.04, -0.06, -0.03], [-0.01, 0.06, 0.03], [-0.06, -0.12, -0.04], [0.03, 0.14, 0.15], [-0.02, 0.01, 0.00], [-0.03, 0.02, 0.01], [-0.02, -0.01, 0.03], [-0.01, -0.03, -0.01], [0.04, -0.02, 0.00], [-0.01, -0.01, 0.01], [0.01, 0.02, 0.00], [0.01, -0.01, 0.01], [-0.01, 0.01, -0.02], [0.02, 0.04, 0.02], [-0.02, 0.02, 0.01], [0.00, 0.01, -0.05], [0.00, -0.04, -0.04], [-0.01, -0.04, -0.02]], "mulliken_charge": [-0.471, 0.174, -0.251, 0.447, -0.326, 0.446, -0.306, 0.321, -0.060, -1.530, 1.284, -0.745, -0.861, -0.454, -0.486, 0.414, 0.402, 0.330, 0.232, -1.018, 0.305, 0.410, 0.393, 0.322, 0.382, 0.237, 0.308, 0.425, -0.354, -1.216, -0.355, -0.748, -0.975, -0.300, -0.564, 0.284, 0.378, 0.299, 0.247, 0.379, 0.322, 0.415, 0.381, 0.359, 0.342, 0.301, 0.266, -0.045, 0.259]}

=====

These records have maximum force values of 0.3; 0.5; 1.2; 1.7 eV Å⁻¹, in the order they appear.